17
Properties=species:S:1:pos:R:3:forces:R:3:lowdin_charge:R:1 method="wB97M-V/def2-TZVPD" lumo_energy_ev=-4.3 homo_lumo_gap_ha=0.35241 total_charge=+1 total_energy_ev=-25378.1480 homo_energy_ev=-13.88 smiles="[H]/P=C/[NH2+]CCOP" de_lowest_kcal_mol=60.5
H 2.28145 -2.42880 1.56945 0.1 0.6 -1.2 -0.064
P 1.79963 -1.74946 0.33037 -0.6 -0.3 1.7 0.972
C 0.63893 -1.08220 1.35263 0.4 -1.2 -0.5 -0.464
N -0.68628 -0.38778 1.11456 1.0 -1.3 1.4 0.007
C -0.48689 1.00208 0.82100 0.8 3.9 0.1 -0.132
C -0.21554 1.20802 -0.65405 -0.3 -1.2 0.2 -0.262
O 0.34179 -0.01608 -0.99634 0.6 -1.5 -3.5 -0.673
P 0.11037 -0.60616 -2.64840 0.2 -1.3 2.2 0.928
H 0.75726 -1.24262 2.40758 -0.2 0.0 0.4 0.044
H -1.03482 -0.47616 2.06848 -1.0 0.1 -0.3 0.177
H -1.26541 -0.89981 0.45029 0.0 0.0 0.0 0.185
H 0.38605 1.29673 1.41340 0.0 -0.1 -0.2 0.143
H -1.24341 1.72626 1.14681 -0.5 -0.9 0.1 0.150
H -1.08678 1.40486 -1.24799 -1.0 0.0 -0.1 0.101
H 0.48286 1.92026 -0.96086 1.1 1.8 0.5 0.120
H -1.13199 -0.05779 -2.62622 -1.7 -0.2 -0.2 -0.113
H 0.35278 0.38866 -3.54071 1.2 1.5 -0.5 -0.118

---

128
Properties=species:S:1:pos:R:3:forces:R:3:lowdin_charge:R:1 method="wB97M-V/def2-TZVPD" lumo_energy_ev=3.7 homo_lumo_gap_ha=0.21587 total_charge=-2 total_energy_ev=-101293.4750 homo_energy_ev=-2.22 de_lowest_kcal_mol=0.0
Cs -1.45668 3.82987 -0.61578 0.1 -0.8 -0.5 1.371
C 2.60760 4.36936 -0.00376 0.0 -0.2 -0.2 -0.042
O 1.38339 3.62705 0.04716 0.2 -0.8 0.3 -0.274
C 1.67490 2.26860 0.21061 0.4 -0.2 1.0 -0.202
C 2.17387 1.53994 -0.87986 -0.2 0.0 1.4 -0.125
C 2.09106 2.06341 -2.27203 0.1 0.7 -1.2 -0.083
C 1.39670 1.07878 -3.17974 -0.2 0.9 0.5 -0.147
C 2.10827 0.05055 -3.71044 -0.8 -0.4 -0.7 -0.031
C 1.43056 -1.01716 -4.30485 1.2 -0.6 -0.7 -0.216
C 0.06776 -1.11043 -4.22832 -0.6 0.8 0.7 -0.020
C -0.67177 -0.07542 -3.67391 0.1 0.8 0.3 -0.119
C -2.09425 -0.31902 -3.21697 0.2 -0.2 0.4 -0.068
C -2.12032 -0.79607 -1.74504 -0.6 -0.6 0.2 -0.069
C -1.82935 -2.16803 -1.53978 0.0 1.4 -0.2 0.031
C -1.92437 -2.79221 -0.30690 1.1 -0.1 -1.7 -0.188
C -2.36291 -2.04912 0.75030 0.3 -0.1 1.2 0.000
C -2.63342 -0.70303 0.65310 -0.6 0.5 0.0 -0.085
C -3.15075 0.04084 1.89443 0.3 0.8 -0.8 -0.064
C -2.05081 0.32115 2.88719 -0.7 0.2 -0.7 -0.128
C -1.67419 -0.66090 3.76747 -0.2 0.6 -0.6 -0.030
C -0.52289 -0.52498 4.48816 1.4 -0.2 1.8 -0.198
C 0.30237 0.54680 4.18557 0.2 0.5 0.4 -0.032
C -0.04783 1.54286 3.28653 0.1 0.0 0.0 -0.148
C 1.02715 2.43644 2.71993 0.2 0.4 0.5 -0.072
C 1.66633 1.73227 1.53075 0.5 0.0 -0.9 -0.089
C 2.29450 0.50015 1.73355 -0.3 0.6 -1.4 0.031
C 2.86756 -0.22881 0.67148 -0.9 -0.4 0.7 -0.135
C 2.76110 0.29661 -0.60926 0.1 -0.1 -0.3 0.038
C 3.41956 -1.65247 0.97808 0.2 0.5 -0.4 -0.540
C 4.81328 -1.46103 1.56905 0.9 -0.8 0.6 -0.066
C 3.52186 -2.50660 -0.28663 0.1 0.5 -1.0 -0.075
C 2.54164 -2.42350 1.96506 0.7 -0.4 0.5 -0.067
C -1.35798 1.55871 2.74673 0.0 0.0 -0.4 -0.329
O -1.84941 2.54805 2.07181 0.3 0.0 0.0 -0.211
C -0.07240 -1.58844 5.50778 -0.5 -0.1 -0.7 -0.536
C -0.09742 -2.90265 4.72460 -0.5 -0.4 -0.3 -0.067
C 1.36362 -1.40957 5.95603 0.9 -0.4 0.8 -0.088
C -0.96282 -1.74500 6.77236 -0.3 0.0 -0.4 -0.050
C -2.53271 -0.08253 -0.61030 -0.8 0.5 0.0 -0.144
O -3.00496 1.24819 -0.66329 0.2 -1.0 -0.5 -0.251
C -4.36588 1.38940 -1.10350 0.0 0.2 1.3 -0.061
C -1.40119 -4.20147 -0.12457 -0.4 -0.2 -0.7 -0.561
C -1.11524 -4.95747 -1.43694 0.6 0.3 -0.1 -0.067
C -0.12446 -4.19600 0.70277 -0.5 0.7 1.1 -0.034
C -2.51715 -5.00919 0.51441 -0.5 -0.6 -0.7 -0.064
C -0.01556 1.17117 -3.33237 -0.6 -0.4 0.4 -0.315
O -0.63675 2.26734 -3.04554 0.0 -0.6 0.2 -0.221
C 2.23845 -2.11118 -4.93971 0.9 -1.5 -0.3 -0.530
C 3.49545 -2.31346 -4.07169 0.3 -0.1 0.1 -0.074
C 2.63683 -1.83542 -6.41538 -0.1 0.6 0.7 -0.050
C 1.50910 -3.49365 -4.95371 0.0 -0.2 -0.3 -0.073
H 2.79392 4.91781 0.94058 -0.1 -0.3 -0.4 0.105
H 2.48205 5.05002 -0.83385 0.2 0.5 0.0 0.091
H 3.42371 3.66289 -0.24638 -0.1 0.5 0.3 0.103
H 3.09877 2.21509 -2.67171 0.2 0.0 0.1 0.125
H 1.58996 3.03667 -2.34116 0.0 -0.3 0.3 0.117
H 3.18290 0.09534 -3.66232 0.2 -0.1 0.0 0.104
H -0.44160 -2.02104 -4.48548 -0.2 -0.2 -0.2 0.093
H -2.52401 -1.14947 -3.80263 0.1 0.3 0.1 0.118
H -2.70117 0.56064 -3.36664 -0.2 0.3 0.0 0.087
H -1.48477 -2.66393 -2.42993 0.1 -0.4 0.0 0.093
H -2.41165 -2.56946 1.70658 -0.2 0.4 0.1 0.112
H -3.93027 -0.54813 2.33474 -0.5 -0.4 0.3 0.110
H -3.57184 0.99890 1.57011 0.0 -0.3 0.1 0.098
H -2.27732 -1.53664 3.80678 -0.4 -0.6 0.2 0.098
H 1.26847 0.66971 4.69046 -0.3 -0.2 -0.2 0.106
H 1.80625 2.62896 3.50290 -0.5 -0.1 -0.6 0.131
H 0.59521 3.38961 2.41472 0.1 0.0 0.0 0.108
H 2.25344 0.13491 2.72933 0.2 -0.6 0.6 0.093
H 3.14908 -0.25488 -1.46822 -0.2 0.1 0.3 0.097
H 5.41975 -0.82092 0.89964 -0.1 -0.4 0.5 0.092
H 5.33898 -2.44237 1.77026 -0.4 0.7 -0.6 0.092
H 4.76558 -1.03920 2.58651 -0.1 0.4 -0.5 0.078
H 4.13198 -2.01848 -1.07328 -0.1 -0.3 0.5 0.074
H 2.54552 -2.66848 -0.76059 0.0 0.1 0.2 0.081
H 3.95360 -3.48993 -0.09318 0.1 0.0 0.2 0.081
H 2.84804 -2.25771 3.00157 -0.1 0.3 0.0 0.067
H 2.70318 -3.50691 1.82345 -0.3 0.3 -0.1 0.089
H 1.50147 -2.16167 1.86997 -0.4 -0.1 -0.1 0.069
H 0.56993 -2.87866 3.85760 0.0 0.1 0.2 0.066
H -1.09866 -3.14809 4.34235 0.2 0.1 0.2 0.075
H 0.20025 -3.71196 5.36873 0.2 -0.6 0.3 0.069
H 2.07181 -1.34278 5.11930 -0.3 0.0 0.1 0.069
H 1.64679 -2.32315 6.53139 -0.1 0.6 -0.2 0.086
H 1.54936 -0.54371 6.61682 -0.3 -0.2 -0.3 0.089
H -2.00319 -2.00886 6.55832 0.1 0.0 -0.4 0.075
H -1.02857 -0.84595 7.38024 0.3 0.2 0.0 0.076
H -0.58939 -2.56179 7.39546 0.2 0.0 0.1 0.068
H -5.05468 0.66364 -0.59561 0.7 0.3 -0.5 0.110
H -4.42673 1.32914 -2.18144 -0.2 -0.1 -0.3 0.078
H -4.65221 2.38985 -0.73496 0.0 -0.4 -0.4 0.071
H -0.34103 -4.49820 -2.08438 -0.2 -0.2 0.6 0.074
H -2.00359 -5.03440 -2.06902 -0.1 -0.2 0.2 0.086
H -0.76701 -5.94754 -1.09610 -0.2 0.2 -0.6 0.080
H 0.64557 -3.55238 0.27458 -0.1 -0.1 -0.1 0.069
H 0.25288 -5.20676 0.79819 0.2 -0.3 0.2 0.080
H -0.35278 -3.78143 1.72180 0.3 -0.4 -0.8 0.087
H -3.41191 -4.90955 -0.12904 0.3 -0.1 0.3 0.100
H -2.80085 -4.67962 1.48818 -0.1 0.3 0.8 0.062
H -2.25442 -6.07135 0.54726 0.0 0.0 0.2 0.079
H 4.25075 -1.52376 -4.19046 -0.3 -0.1 0.0 0.079
H 4.02003 -3.26106 -4.22432 -0.2 -0.1 -0.3 0.077
H 3.13676 -2.32057 -3.04474 0.3 0.0 0.1 0.056
H 3.20245 -0.90398 -6.54947 0.1 -0.2 0.3 0.081
H 1.73990 -1.69267 -7.00206 -0.3 -0.2 -0.3 0.074
H 3.22518 -2.66882 -6.78319 0.1 -0.2 -0.3 0.066
H 1.22575 -3.89001 -3.96386 0.2 0.4 -0.2 0.075
H 2.12357 -4.27979 -5.43707 0.0 0.5 0.2 0.076
H 0.60059 -3.45211 -5.56236 0.0 0.1 0.1 0.069
O -2.34504 6.08032 2.38437 0.0 -1.1 0.3 -0.075
H -1.77063 6.31353 1.63798 -0.1 0.1 0.0 0.003
H -2.10877 5.14345 2.57412 0.0 0.8 -0.1 0.033
O -2.48628 2.95563 -4.86098 -0.4 0.3 0.1 -0.104
H -3.01225 3.48071 -4.25103 -0.4 0.1 -0.2 -0.056
H -1.74694 2.74865 -4.25302 0.6 -0.5 0.1 -0.022
O -4.04956 3.81978 1.01210 0.3 -0.2 0.9 -0.189
H -3.45331 3.17824 1.49449 -0.1 0.1 -0.5 -0.003
H -3.93801 4.59396 1.58726 -0.2 0.2 -0.3 0.022
Cl -5.70673 6.96002 -1.13944 -0.6 0.2 0.0 0.512
C -4.22829 6.05280 -1.45378 -0.3 0.0 0.8 -1.054
Cl -4.05653 5.60259 -3.12973 0.1 0.0 -0.4 0.590
H -4.26018 5.17149 -0.82148 0.0 -0.1 -0.1 -0.023
H -3.45857 6.71846 -1.12101 0.8 0.1 -0.2 0.014
F -1.11327 8.64530 -0.30532 0.0 -0.2 -0.3 0.091
B -0.25424 7.52663 -0.30377 -0.1 0.6 -0.3 -1.297
F -1.04714 6.37573 -0.01565 -0.2 0.3 0.4 -0.135
F 0.69953 7.69931 0.66976 0.5 -0.1 0.6 0.135
F 0.35097 7.28567 -1.53391 0.0 0.2 -0.3 0.113

---

10
Properties=species:S:1:pos:R:3:forces:R:3:lowdin_charge:R:1 method="wB97M-V/def2-TZVPD" lumo_energy_ev="2.9 / 2.9" homo_lumo_gap_ha="0.26061 / 0.24824" total_charge=-1 total_energy_ev=-27868.2669 homo_energy_ev="-4.24 / -3.82" de_lowest_kcal_mol=89.2
C -0.32122 -1.44704 1.93978 0.1 0.2 0.0 0.070
C 0.55367 0.60505 -0.48347 0.0 0.1 0.1 -0.857
O -0.88477 0.16958 -2.67519 0.1 -0.1 0.0 -0.541
O -1.43289 2.15951 -1.32944 0.1 0.1 0.1 -0.509
F 1.02735 1.63709 0.25612 0.0 0.0 0.2 -0.186
S -0.38040 1.33050 -1.93205 -0.8 0.1 -0.3 0.519
I 2.23880 -0.36130 -1.41487 0.5 -0.4 0.0 0.599
H 0.45728 -2.07435 1.56328 0.2 -0.3 -0.1 -0.035
H -1.15380 -1.22117 1.31227 -0.4 0.0 -0.2 -0.030
H -0.10402 -0.79788 2.76358 0.0 0.2 0.3 -0.030

---

11
Properties=species:S:1:pos:R:3:forces:R:3:lowdin_charge:R:1 method="wB97M-V/def2-TZVPD" lumo_energy_ev=0.6 homo_lumo_gap_ha=0.35944 total_energy_ev=-8775.1441 homo_energy_ev=-9.18 de_lowest_kcal_mol=58.8
C 0.09293 -1.99563 -0.28883 0.0 -0.4 0.0 -0.080
C 0.67054 0.18419 -0.68539 -0.3 0.2 0.4 -0.086
O -0.28255 -0.62199 -0.22840 0.3 0.2 0.0 -0.173
N 0.39391 1.44088 -0.23586 0.2 0.0 -0.1 0.042
C -0.59480 1.84600 0.67078 -0.1 0.3 0.2 -0.291
O -0.53532 2.89671 1.25982 0.0 -0.4 -0.4 0.063
H 0.32351 -2.29344 -1.31092 -0.1 0.0 0.0 0.086
H -0.74454 -2.56312 0.11178 0.0 0.0 -0.1 0.089
H 0.97216 -2.14233 0.33853 -0.1 -0.1 -0.1 0.086
H 1.11538 2.12808 -0.40798 -0.1 0.0 -0.1 0.129
H -1.41123 1.12065 0.77645 0.1 0.1 0.1 0.136

---

16
Properties=species:S:1:pos:R:3:forces:R:3:lowdin_charge:R:1 method="wB97M-V/def2-TZVPD" lumo_energy_ev=0.4 homo_lumo_gap_ha=0.37261 total_energy_ev=-11900.1667 homo_energy_ev=-9.76 smiles="NCC(=O)O.O.O" de_lowest_kcal_mol=15.3
N -1.64199 -0.73099 2.52635 -0.3 0.1 0.7 0.021
C -0.78311 0.28410 2.00829 0.8 0.2 -0.6 -0.199
C -0.20418 -0.07026 0.63218 -1.5 0.3 -1.1 -0.480
O 0.13140 -1.15917 0.24603 0.5 0.1 0.3 0.093
O -0.40359 0.96282 -0.23873 0.2 0.4 1.2 0.093
H -2.31866 -1.01660 1.84678 -0.3 -0.1 -0.3 0.076
H -1.20023 -1.55211 2.89389 0.4 -0.1 0.0 0.074
H 0.07605 0.50886 2.64626 -0.2 -0.2 0.3 0.129
H -1.32484 1.22434 1.90035 0.0 -0.1 -0.1 0.118
H 0.04995 0.84138 -1.07118 0.3 -0.4 -0.5 0.106
O -0.82555 -2.37050 -2.53871 0.5 1.0 0.3 -0.083
H -0.32529 -1.89454 -3.22878 -0.4 -0.4 0.5 0.039
H -0.65217 -1.85467 -1.71691 0.0 -0.6 -0.7 0.007
O 2.75758 2.27979 -2.07372 -0.7 0.5 -0.5 -0.037
H 3.44381 2.91544 -2.25454 0.2 0.6 -0.3 0.030
H 3.22081 1.63213 -1.57758 0.5 -1.1 0.8 0.012

---

116
Properties=species:S:1:pos:R:3:forces:R:3:lowdin_charge:R:1 method="wB97M-V/def2-TZVPD" lumo_energy_ev=1.9 homo_lumo_gap_ha=0.22826 total_charge=-1 total_energy_ev=-185805.7360 homo_energy_ev=-4.36 de_lowest_kcal_mol=0.0
Cs 1.03412 1.21796 -0.29609 -0.3 0.9 0.5 0.998
C -1.05141 7.23048 -0.30620 0.0 0.0 0.0 -0.051
C -0.48702 6.79974 1.04720 0.0 0.0 0.0 -0.556
C 0.96541 6.33544 0.93803 0.0 0.0 0.0 -0.047
C -0.53201 8.00544 1.98426 0.0 0.1 0.0 -0.068
N -1.31962 5.71308 1.62391 0.1 0.1 0.0 0.001
C -1.98353 5.81067 2.83661 -0.1 -0.1 0.1 -0.052
C -2.62749 4.64664 3.02342 0.1 0.2 0.0 -0.068
N -2.35971 3.82394 1.95820 -0.1 -0.2 -0.1 0.033
B -3.03429 2.42945 1.96290 0.0 0.0 0.0 -0.621
N -3.04738 1.69960 0.60867 -0.1 0.1 0.1 0.030
C -2.39631 0.52511 0.31616 0.1 0.0 0.0 -0.103
C -2.66968 0.19977 -0.95920 0.0 -0.1 0.0 -0.058
N -3.50688 1.18224 -1.46327 0.0 -0.1 -0.2 0.007
C -3.76100 2.09567 -0.47752 -0.1 0.2 0.1 -0.752
S -4.78975 3.43797 -0.52436 0.0 0.0 0.1 0.595
C -3.94818 1.26232 -2.87975 0.0 0.0 0.0 -0.550
C -3.36587 0.08193 -3.65778 0.0 0.0 0.0 -0.050
C -5.47153 1.18831 -2.94968 0.0 0.0 0.0 -0.055
C -3.41680 2.55727 -3.48952 0.0 0.0 0.0 -0.046
N -2.37717 1.45357 3.01855 -0.1 0.2 -0.2 0.031
C -3.18972 0.49150 3.57184 0.0 -0.1 0.1 -0.069
C -2.43739 -0.30293 4.35405 -0.2 0.0 -0.1 -0.055
N -1.13861 0.17751 4.29115 0.1 -0.2 0.1 -0.004
C -1.10823 1.26848 3.46080 0.1 0.1 -0.1 -0.689
S 0.24960 2.21883 3.07701 -0.1 0.0 -0.1 0.588
C 0.00744 -0.43150 5.01752 0.0 0.0 0.0 -0.552
C 0.59043 0.58261 5.99904 0.0 0.0 0.0 -0.051
C 1.05173 -0.92110 4.01819 0.0 0.0 0.0 -0.054
C -0.48928 -1.63991 5.81138 0.0 0.0 0.0 -0.062
C -1.55185 4.47348 1.08888 0.1 -0.1 -0.1 -0.690
S -0.93580 3.88972 -0.39066 -0.2 0.1 0.1 0.522
H -0.46465 8.06887 -0.68611 0.0 0.0 0.0 0.082
H -2.08858 7.55136 -0.19310 0.0 0.0 0.0 0.091
H -1.02064 6.41366 -1.02208 0.0 0.0 0.0 0.027
H 1.58115 7.15357 0.55988 0.0 0.0 0.0 0.083
H 1.04380 5.48606 0.26514 0.0 0.0 0.0 0.029
H 1.33777 6.04117 1.92126 0.0 0.0 0.0 0.090
H 0.06933 8.79647 1.53631 0.0 0.0 0.0 0.085
H -0.11081 7.77835 2.96414 0.0 0.0 0.0 0.084
H -1.54734 8.38379 2.10867 0.0 0.0 0.0 0.084
H -1.95867 6.68727 3.45083 0.0 0.0 0.0 0.100
H -3.26800 4.32818 3.82438 0.0 0.0 0.0 0.121
H -4.16669 2.58414 2.35159 0.0 0.0 0.0 0.108
H -1.81520 -0.01239 1.04333 0.1 0.0 0.1 0.116
H -2.38718 -0.67501 -1.51034 0.0 0.0 -0.1 0.085
H -3.71538 -0.87711 -3.27208 0.0 0.0 0.0 0.085
H -2.27486 0.08894 -3.65545 0.0 0.0 0.0 0.079
H -3.69768 0.16627 -4.69302 0.0 0.0 0.0 0.091
H -5.82048 0.23921 -2.53754 0.0 0.0 0.0 0.086
H -5.78625 1.25014 -3.99242 0.0 0.0 0.0 0.082
H -5.92197 2.00398 -2.38717 0.0 0.0 0.0 0.023
H -2.32758 2.58135 -3.42521 0.0 0.0 0.0 0.087
H -3.81056 3.42359 -2.96238 0.0 0.0 0.0 0.034
H -3.70837 2.60625 -4.54018 0.0 0.0 0.0 0.084
H -4.24064 0.46116 3.35044 0.0 0.0 0.0 0.120
H -2.72183 -1.15100 4.94323 0.0 0.0 0.0 0.101
H 0.96213 1.45977 5.47425 0.0 0.0 0.0 0.026
H 1.40921 0.11717 6.54949 0.0 0.0 0.0 0.083
H -0.17377 0.89603 6.71303 0.0 0.0 0.0 0.088
H 1.43567 -0.10487 3.41453 0.0 0.0 0.0 0.025
H 0.61840 -1.66181 3.34542 0.0 0.0 0.0 0.076
H 1.87799 -1.38555 4.56134 0.0 0.0 0.0 0.090
H -1.23215 -1.36263 6.56047 0.0 0.0 0.0 0.083
H 0.36690 -2.06812 6.33180 0.0 0.0 0.0 0.086
H -0.90464 -2.41143 5.16167 0.0 0.0 0.0 0.083
C 2.05451 -5.62661 -5.40524 0.0 0.0 0.0 -0.122
C 2.41351 -5.43455 -3.93666 0.0 0.0 0.0 -0.241
C 3.22563 -4.20668 -3.65530 0.0 -0.2 -0.1 -0.612
N 3.95625 -4.06376 -2.60451 0.2 0.2 0.0 -0.008
N 4.51289 -2.80801 -2.49930 0.0 -0.3 0.0 0.002
C 4.17047 -2.03502 -3.48666 0.1 0.0 0.1 -0.698
N 4.58070 -0.73717 -3.61238 0.1 0.0 0.1 0.095
S 3.16582 -2.80150 -4.66432 0.1 -0.1 -0.1 1.146
H 1.48401 -6.54415 -5.54231 0.0 0.0 0.0 0.073
H 2.94950 -5.68423 -6.02535 0.0 0.0 0.0 0.075
H 1.44011 -4.80263 -5.77247 0.0 0.0 0.0 0.043
H 2.97661 -6.28936 -3.55865 0.0 0.0 0.0 0.111
H 1.49490 -5.37582 -3.34440 0.0 0.0 0.0 0.107
H 4.87297 -0.41761 -2.69757 0.1 0.1 -0.1 0.096
H 3.83968 -0.13621 -3.98216 0.0 0.0 -0.1 0.058
Br -1.62371 -3.57451 -6.51457 0.0 0.0 0.0 0.721
C -1.01861 -2.86584 -4.86338 0.0 0.0 -0.1 -0.673
C -1.54950 -3.35669 -3.68251 -0.1 0.0 0.0 -0.204
N -1.15873 -2.90951 -2.49631 0.0 0.0 0.0 0.086
C -0.21475 -1.96590 -2.46830 0.0 0.0 0.1 -0.105
C 0.38398 -1.42079 -3.59856 -0.2 -0.1 0.1 -0.129
C -0.04993 -1.88624 -4.83355 0.1 0.2 0.0 -0.086
C 1.51668 -0.40019 -3.50615 0.0 0.0 0.5 -0.702
O 1.93322 0.07067 -4.57679 0.1 0.0 -0.1 -0.032
O 1.95759 -0.18000 -2.34407 -0.1 -0.5 -1.0 -0.317
H -2.31192 -4.12648 -3.69789 0.0 0.0 0.0 0.100
H 0.06469 -1.62871 -1.47561 0.2 0.1 0.0 0.094
H 0.39660 -1.47317 -5.72822 0.0 0.0 0.0 0.117
C 6.08778 -3.79121 2.02158 0.0 0.0 0.0 -0.111
C 5.18415 -3.21876 0.93714 0.0 0.0 0.0 -0.310
C 3.94063 -2.56446 1.52805 0.0 0.0 0.0 -0.353
S 2.81831 -2.03877 0.21753 -0.2 0.3 -0.1 0.922
O 1.77186 -1.16065 0.86764 0.4 -0.7 0.2 -0.753
C 2.00729 -3.64496 -0.12643 -0.1 0.1 0.0 -0.319
C 0.70470 -3.84652 0.64292 0.0 0.0 0.0 -0.281
C 0.85960 -4.59440 1.96275 0.0 0.0 0.0 -0.102
H 6.98026 -4.24185 1.58782 0.0 0.0 0.0 0.070
H 5.56916 -4.55959 2.59808 0.0 0.0 0.0 0.072
H 6.40807 -3.01502 2.71883 0.0 0.0 0.0 0.072
H 4.89919 -4.00671 0.23569 0.0 0.0 0.0 0.089
H 5.72388 -2.48369 0.33706 0.0 0.0 0.0 0.104
H 4.18374 -1.63532 2.04842 0.0 0.0 0.0 0.099
H 3.41888 -3.22060 2.22420 0.0 0.0 0.0 0.081
H 2.74499 -4.42284 0.06806 0.0 0.0 0.0 0.083
H 1.83955 -3.63081 -1.20349 0.0 0.0 0.1 0.055
H 0.00797 -4.37594 -0.01011 0.0 0.0 0.0 0.104
H 0.26024 -2.86688 0.83562 0.0 0.0 0.0 0.086
H 1.32685 -5.57016 1.81065 0.0 0.0 0.0 0.074
H -0.11103 -4.75640 2.43275 0.0 0.0 0.0 0.071
H 1.47008 -4.03401 2.67059 0.0 0.0 0.0 0.052